Entry from the Open Molecules 2025 dataset: a molecular structure, C10H11F2NS in a non-equilibrium geometry (ωB97M-V/def2-TZVPD).

Geometry (Å):
C1 -3.34523 1.14924 0.51292
C2 -2.89992 1.55109 1.75737
C3 -2.40429 0.73477 -0.40438
C4 -1.57990 1.65950 2.12563
C5 -1.07511 0.81886 -0.08042
C6 -0.60203 1.31624 1.14979
C7 1.53846 0.59893 -0.16385
C8 1.21616 -1.98272 -0.05867
C9 2.16985 -0.72130 -0.04808
C10 2.32005 1.51035 -1.13431
N1 -0.12129 0.51862 -0.96233
F1 3.43357 1.98786 -0.47761
F2 1.64858 2.53331 -1.64405
S1 1.12218 1.52421 1.36736
H1 -4.37485 1.07345 0.18262
H2 -3.69080 1.71872 2.44837
H3 -2.57948 0.08803 -1.34062
H4 -1.34662 1.76230 3.16027
H5 0.38655 -1.83282 0.52959
H6 1.78530 -2.91826 0.38273
H7 1.09011 -2.17981 -1.19096
H8 2.99375 -0.73600 -0.67940
H9 2.73529 -0.74340 0.96113
H10 2.53231 0.91740 -2.00685
H11 -0.06933 0.73198 -1.88368

Force components x, y, z for each atom (eV/Å):
C 0.358 -0.453 -1.102
C -1.279 0.260 0.009
C -0.343 -1.792 -1.426
C 1.018 -1.380 -1.465
C 0.988 1.653 1.047
C -2.256 0.431 1.140
C -4.173 2.372 -1.782
C 4.553 -1.329 -2.721
C -0.199 -1.641 4.099
C -0.057 -1.073 0.622
N 5.675 -2.341 3.491
F -0.409 -0.369 -0.627
F -0.666 1.276 0.356
S -0.041 -0.669 -0.579
H -0.131 0.102 0.668
H -0.235 0.369 0.856
H -0.318 1.565 1.339
H 0.363 0.600 0.482
H -2.163 0.428 0.803
H -0.972 1.916 -0.917
H -0.705 -0.002 2.062
H 1.211 -0.721 -1.863
H -1.045 0.232 -1.188
H 1.127 -0.467 -0.300
H -0.299 1.033 -3.005

As for the total charge: 0. Its HOMO energy is -7.561 eV. For the energy relative to the best compared isomer or geometry (same formula, charge and spin), the calculation gives 85.52 kJ/mol. The LUMO energy is 0.683 eV.